[1]
{
  "formula": "C4H11N3O",
  "method": "wB97M-V/def2-TZVPD",
  "elements": ["C", "C", "C", "C", "N", "N", "N", "O", "H", "H", "H", "H", "H", "H", "H", "H", "H", "H", "H"],
  "xyz": [[0.728, 1.133, 1.002], [-1.047, 0.921, -0.806], [0.323, -1.636, -0.576], [-0.583, 0.411, 0.493], [1.371, 1.913, 0.129], [-0.069, -1.662, 1.788], [-0.455, -1.059, 0.506], [1.169, 0.923, 2.091], [-0.239, 0.977, -1.519], [-1.906, 0.315, -1.056], [-1.385, 1.867, -0.704], [0.735, -2.699, -0.344], [-0.442, -1.688, -1.363], [1.139, -0.857, -0.694], [-1.298, 0.686, 1.330], [1.068, 2.274, -0.755], [2.213, 2.407, 0.207], [0.232, -0.962, 2.481], [-0.896, -2.182, 2.131]],
  "nbo_charge": [0.657, -0.630, -0.433, -0.127, -0.828, -0.703, -0.311, -0.617, 0.204, 0.233, 0.214, 0.235, 0.201, 0.170, 0.220, 0.387, 0.398, 0.381, 0.349],
  "e_above_lowest_ev": 2.807,
  "smiles": "C[C@H](C(N)=O)N(C)N",
  "gap_ev": 8.8
}

[2]
{
  "formula": "C4H11N3O",
  "method": "wB97M-V/def2-TZVPD",
  "elements": ["C", "C", "C", "N", "H", "H", "H", "H", "H", "H", "H", "N", "C", "O", "N", "H", "H", "H", "H"],
  "xyz": [[-1.672, -0.108, 1.012], [-0.086, -1.916, -0.599], [-0.138, -0.438, -0.873], [-1.113, 0.308, -0.271], [0.008, -0.152, -1.913], [-2.266, -1.011, 0.872], [-2.329, 0.685, 1.363], [-0.906, -0.293, 1.769], [-1.051, -2.376, -0.819], [0.160, -2.097, 0.447], [0.667, -2.389, -1.224], [0.806, 2.371, -0.057], [1.580, 0.303, -0.167], [1.457, 0.251, 1.202], [1.491, 1.512, -0.767], [1.136, 1.146, 1.440], [0.746, 3.236, -0.598], [-0.836, 1.325, -0.254], [2.346, -0.359, -0.562]],
  "nbo_charge": [-0.426, -0.663, 0.088, -0.606, 0.199, 0.196, 0.208, 0.200, 0.225, 0.230, 0.226, -0.566, 0.180, -0.725, -0.188, 0.495, 0.340, 0.402, 0.184],
  "e_above_lowest_ev": 3.612,
  "gap_ev": 8.4
}

Number 2 is which compound? C4H11N3O